(1)
Entry from OMol25: a cluster of 2 separate species, C5H8N2 in total at a distorted geometry (ωB97M-V with the def2-TZVPD basis set).

The geometry in ORCA input format:
```
! RIJCOSX wB97M-V def2-TZVPD def2/J DEFGRID3
* xyz 0 1
C -2.632 -0.276 -0.215
C 0.016 -0.610 1.116
C 0.590 -0.244 -0.288
C -0.100 0.821 0.554
C 2.108 -0.007 -0.511
N -2.958 -1.263 0.295
N -2.209 0.869 -0.550
H -0.928 -1.113 0.971
H 0.592 -0.730 2.001
H 0.018 -0.577 -1.145
H 0.249 1.761 0.679
H 2.417 0.409 0.455
H 2.218 0.868 -1.145
H 2.574 -0.936 -0.600
H -1.956 1.027 -1.619
*
```

The value obtained for the highest occupied orbital energy (alpha / beta) is -9.001 / -8.998 eV. Its energy above the lowest of the compared OMol25 structures with the same formula, charge and spin is 124.8 kcal/mol. The maximum force is 0.1345 Eh/bohr. The value obtained for the electronic energy is -304.636654 hartree. Its LUMO energy (alpha / beta) is -0.040 / -0.040 Eh.

(2)
Entry from OMol25: a cluster of 4 separate species, C24H20F4 in total at a distorted geometry (ωB97M-V with the def2-TZVPD basis set).

The geometry in ORCA input format:
```
! RIJCOSX wB97M-V def2-TZVPD def2/J DEFGRID3
* xyz 0 1
F -0.511 -2.463 6.507
C -0.008 -2.424 5.274
C -0.505 -1.682 4.181
C 0.072 -1.619 2.972
C 1.320 -2.310 2.838
C 1.950 -3.022 3.956
C 1.259 -3.040 5.110
H -1.283 -1.159 4.289
H -0.436 -1.007 2.206
H 1.996 -2.378 1.955
H 2.744 -3.463 3.651
H 1.742 -3.509 5.955
F 0.577 1.080 1.793
C 1.695 1.005 0.967
C 1.649 0.424 -0.280
C 2.767 0.613 -1.161
C 3.962 1.229 -0.754
C 3.979 1.781 0.572
C 2.736 1.790 1.310
H 0.879 -0.176 -0.653
H 2.692 0.010 -2.139
H 4.836 1.304 -1.341
H 4.988 2.448 0.821
H 2.980 2.373 2.348
F -1.173 1.995 -0.514
C -2.069 1.110 0.037
C -2.379 -0.157 -0.574
C -3.092 -1.126 0.176
C -3.666 -0.786 1.422
C -3.544 0.534 1.961
C -2.737 1.542 1.233
H -1.693 -0.347 -1.498
H -2.907 -2.183 -0.267
H -4.260 -1.408 2.081
H -3.953 0.674 2.844
H -2.525 2.381 1.756
F -0.537 3.593 -4.097
C -0.564 2.316 -4.532
C -0.238 1.167 -3.618
C -0.313 -0.171 -4.084
C -0.723 -0.332 -5.413
C -1.052 0.692 -6.277
C -1.039 2.066 -5.809
H 0.045 1.472 -2.538
H 0.139 -0.908 -3.310
H -0.946 -1.339 -5.765
H -1.465 0.356 -7.234
H -1.387 3.053 -6.358
*
```

The value obtained for the highest occupied orbital energy is -8.770 eV. Its energy above the lowest of the compared OMol25 structures with the same formula, charge and spin is 126.7 kcal/mol. The maximum force is 0.1776 Eh/bohr. The SMILES is Fc1ccccc1.Fc1ccccc1.Fc1ccccc1.Fc1ccccc1. The value obtained for the electronic energy is -1325.790356 hartree. Its LUMO energy is 0.024 Eh.

(3)
Entry from OMol25: a structure of composition C3H7NS3 at a distorted geometry (ωB97M-V with the def2-TZVPD basis set).

The geometry in ORCA input format:
```
! RIJCOSX wB97M-V def2-TZVPD def2/J DEFGRID3
* xyz 0 1
C -0.514 0.871 -0.401
C 1.853 0.181 0.241
C -1.982 -1.798 -0.444
N 0.655 1.043 0.228
S -1.888 1.642 -0.480
S 0.884 2.311 1.321
S -0.648 -1.174 -1.497
H 2.752 0.760 0.525
H 1.591 -0.564 1.045
H 2.030 -0.382 -0.700
H -2.029 -2.868 -0.334
H -2.910 -1.461 -0.671
H -1.581 -1.436 0.592
H 1.785 2.875 0.574
*
```

The value obtained for the highest occupied orbital energy is -8.146 eV. Its energy above the lowest of the compared OMol25 structures with the same formula, charge and spin is 63.2 kcal/mol. The maximum force is 0.0974 Eh/bohr. The value obtained for the electronic energy is -1367.717430 hartree. Its LUMO energy is -0.007 Eh.

(4)
Entry from OMol25: the molecule C17H26N4O3 (ωB97M-V with the def2-TZVPD basis set).

The geometry in ORCA input format:
```
! RIJCOSX wB97M-V def2-TZVPD def2/J DEFGRID3
* xyz 0 1
C -1.717 -1.567 2.623
N -2.128 -1.466 1.235
C -3.542 -1.792 1.102
C -3.986 -1.785 -0.351
C -3.705 -0.427 -0.981
C -2.239 -0.066 -0.782
C -1.853 -0.142 0.699
C -0.364 0.172 0.783
O 0.469 -0.666 0.470
N 0.011 1.430 1.175
C 1.428 1.730 0.964
C 1.797 1.889 -0.524
C 3.133 1.254 -0.868
O 4.088 1.904 -1.254
N 3.155 -0.093 -0.697
C 4.335 -0.876 -0.977
C 4.165 -1.772 -2.158
N 4.346 -3.046 -2.216
C 4.072 -3.376 -3.538
C 3.732 -2.259 -4.205
O 3.789 -1.213 -3.329
C -0.928 2.527 1.163
C -1.756 2.813 2.385
C -0.625 3.721 2.021
H -0.642 -1.409 2.712
H -2.238 -0.839 3.269
H -1.939 -2.568 2.995
H -3.698 -2.779 1.541
H -4.164 -1.079 1.679
H -3.438 -2.562 -0.891
H -5.049 -2.028 -0.409
H -3.954 -0.429 -2.043
H -4.335 0.333 -0.505
H -1.599 -0.768 -1.324
H -2.030 0.936 -1.167
H -2.425 0.617 1.257
H 1.668 2.639 1.508
H 2.000 0.919 1.409
H 1.030 1.405 -1.133
H 1.852 2.937 -0.811
H 2.315 -0.544 -0.353
H 5.147 -0.171 -1.161
H 4.602 -1.508 -0.130
H 4.138 -4.387 -3.900
H 3.443 -2.035 -5.214
H -1.384 2.741 0.202
H -2.772 3.153 2.238
H -1.607 2.150 3.226
H 0.254 3.684 2.648
H -0.849 4.696 1.613
*
```

The value obtained for the highest occupied orbital energy is -8.844 eV. Its energy above the lowest of the compared OMol25 structures with the same formula, charge and spin is 44.6 kcal/mol. The maximum force is 0.0053 Eh/bohr. The SMILES is CN1CCCC[C@@H]1C(=O)N(CCC(=O)NCc1ncco1)C1CC1. The value obtained for the electronic energy is -1108.128680 hartree. Its LUMO energy is 0.026 Eh.

(5)
Entry from OMol25: a structure of composition C19H15Cl4N2O2Tc at a distorted geometry (ωB97M-V with the def2-TZVPD basis set).

The geometry in ORCA input format:
```
! RIJCOSX wB97M-V def2-TZVPD def2/J DEFGRID3
* xyz 1 2
Tc 0.224 0.769 -0.135
Cl -2.820 -1.947 2.665
C -2.744 -1.930 0.948
C -3.601 -2.768 0.201
C -3.551 -2.797 -1.159
Cl -4.604 -3.848 -2.041
C -2.632 -1.978 -1.857
C -2.456 -1.951 -3.256
C -1.511 -1.131 -3.809
C -0.733 -0.317 -2.977
N -0.874 -0.310 -1.664
C -1.807 -1.138 -1.090
C -1.843 -1.111 0.326
O -0.979 -0.313 0.984
H -4.302 -3.401 0.728
H -3.070 -2.586 -3.881
H -1.352 -1.103 -4.878
H 0.017 0.346 -3.392
C 3.763 -1.783 -0.058
C 2.660 -2.799 0.252
C 1.409 -2.144 -0.315
O 1.719 -0.707 -0.358
C 3.060 -0.473 0.194
H 4.070 -1.854 -1.103
H 4.641 -1.898 0.574
H 2.565 -2.930 1.330
H 2.835 -3.772 -0.200
H 0.530 -2.293 0.307
H 1.197 -2.453 -1.335
H 2.963 -0.251 1.256
H 3.477 0.386 -0.320
Cl -1.297 2.619 -0.036
C -0.463 3.600 1.169
C -1.020 4.724 1.725
C -0.241 5.423 2.637
C 1.041 4.990 2.950
C 1.566 3.853 2.360
Cl 3.147 3.295 2.760
C 0.810 3.118 1.454
N 1.217 1.964 0.816
H -2.019 5.048 1.467
H -0.635 6.315 3.103
H 1.646 5.536 3.660
*
```

The value obtained for the highest occupied orbital energy (alpha / beta) is -11.106 / -11.156 eV. Its energy above the lowest of the compared OMol25 structures with the same formula, charge and spin is 0.0 kcal/mol. The maximum force is 0.0510 Eh/bohr. The value obtained for the electronic energy is -2914.338227 hartree. Its LUMO energy (alpha / beta) is -0.172 / -0.162 Eh.

(6)
Entry from OMol25: a cluster of 2 separate species, C2H9NS in total at a distorted geometry (ωB97M-V with the def2-TZVPD basis set).

The geometry in ORCA input format:
```
! RIJCOSX wB97M-V def2-TZVPD def2/J DEFGRID3
* xyz 0 1
N -2.764 -0.505 -0.718
H -3.359 -0.888 -1.448
H -2.458 0.363 -1.150
H -1.974 -1.132 -0.641
C 1.382 0.907 1.618
S 0.551 1.247 0.031
C 0.890 -0.382 -0.701
H 2.430 1.246 1.641
H 1.002 1.412 2.501
H 1.384 -0.157 1.826
H 0.134 -0.550 -1.461
H 0.993 -1.338 -0.198
H 1.789 -0.223 -1.300
*
```

The value obtained for the highest occupied orbital energy is -8.582 eV. Its energy above the lowest of the compared OMol25 structures with the same formula, charge and spin is 12.8 kcal/mol. The maximum force is 0.0425 Eh/bohr. The SMILES is CSC.N. The value obtained for the electronic energy is -534.509277 hartree. Its LUMO energy is 0.035 Eh.

(7)
Entry from OMol25: a cluster of 2 separate species, C28H42FNO5P in total at a distorted geometry (ωB97M-V with the def2-TZVPD basis set).

The geometry in ORCA input format:
```
! RIJCOSX wB97M-V def2-TZVPD def2/J DEFGRID3
* xyz -1 1
C 0.005 0.746 5.277
C -0.150 -0.595 4.348
N -1.280 -0.569 3.350
C -1.258 0.643 2.446
C -0.308 0.524 1.085
C 0.571 -0.832 0.826
C -0.277 -2.226 0.746
C -1.770 -2.125 0.094
C -1.820 -3.179 -1.204
C -2.829 -2.735 1.195
C -0.342 1.838 0.093
C -1.230 3.219 0.433
C -2.143 3.371 1.827
C -2.973 4.713 2.210
C -2.805 5.197 3.806
F -2.695 5.938 1.449
C -2.148 2.013 2.806
C -3.027 1.874 4.197
O -4.185 1.167 4.094
O -2.698 2.468 5.498
C -1.112 4.372 -0.726
O -2.092 5.054 -1.307
C 0.435 4.614 -1.319
C 1.227 3.353 -1.621
P 2.999 3.540 -2.335
C 4.240 2.330 -1.532
C 3.833 2.074 0.057
C 3.598 5.353 -2.303
C 2.962 6.265 -3.550
C 0.579 1.840 -1.307
O 0.737 0.784 -2.105
H -0.845 0.725 6.114
H 0.057 1.758 4.693
H 1.029 0.638 5.869
H -0.389 -1.491 5.100
H 0.909 -0.833 3.905
H -2.214 -0.757 3.770
H 1.278 -0.800 -0.111
H 1.301 -0.938 1.765
H -0.232 -2.719 1.820
H 0.350 -2.961 0.044
H -2.069 -1.084 -0.345
H -1.403 -4.235 -0.908
H -1.122 -2.662 -2.024
H -2.903 -3.203 -1.650
H -3.482 -3.571 0.648
H -2.317 -3.291 2.102
H -3.571 -1.939 1.638
H -4.129 4.465 2.057
H -1.842 4.678 4.262
H -3.725 4.684 4.367
H -2.815 6.360 3.930
H 0.893 5.672 -1.532
H 5.295 2.862 -1.524
H 4.359 1.310 -2.110
H 4.730 1.492 0.576
H 2.888 1.384 0.192
H 3.614 3.121 0.553
H 4.764 5.454 -2.384
H 3.288 5.793 -1.246
H 3.528 7.291 -3.670
H 2.989 5.619 -4.554
H 1.820 6.530 -3.361
C 0.224 -5.309 -4.876
C 1.044 -5.552 -3.620
O 0.283 -6.087 -2.542
C -0.344 -7.348 -2.769
C 0.638 -8.461 -3.094
H -0.616 -4.640 -4.664
H 0.845 -4.856 -5.655
H -0.191 -6.237 -5.278
H 1.446 -4.594 -3.274
H 1.907 -6.191 -3.830
H -1.108 -7.254 -3.546
H -0.873 -7.605 -1.845
H 1.183 -8.267 -4.020
H 0.108 -9.413 -3.211
H 1.377 -8.568 -2.293
*
```

The value obtained for the highest occupied orbital energy is -5.053 eV. The maximum force is 0.1552 Eh/bohr. The value obtained for the electronic energy is -1963.605952 hartree. Its LUMO energy is 0.039 Eh.

(8)
Entry from OMol25: a cluster of 2 separate species, C17H23NO9P in total at a distorted geometry (ωB97M-V with the def2-TZVPD basis set).

The geometry in ORCA input format:
```
! RIJCOSX wB97M-V def2-TZVPD def2/J DEFGRID3
* xyz -2 2
C 4.377 -1.933 1.993
C 3.433 -0.910 1.064
C 3.550 0.565 1.844
C 1.917 -1.526 1.143
C 0.867 -0.955 0.023
C 0.133 0.459 0.407
C -0.943 0.369 1.644
O -0.816 -0.381 2.744
O -2.189 1.191 1.483
P -0.513 -2.321 -0.139
O -2.031 -1.628 -0.634
O -0.604 -3.136 1.398
C 1.647 -0.951 -1.419
C 3.172 -0.351 -1.386
C 3.162 1.314 -1.449
C 3.870 -0.815 -2.834
N 4.066 -0.915 -0.307
O 5.294 -0.369 -0.327
H 5.342 -2.292 1.437
H 4.729 -1.405 2.997
H 3.755 -2.917 2.251
H 4.681 0.838 2.027
H 3.032 0.379 2.903
H 2.924 1.407 1.328
H 2.024 -2.697 0.939
H 1.516 -1.442 2.249
H 0.855 1.349 0.644
H -0.480 0.790 -0.563
H -1.941 2.106 1.104
H -2.730 -2.279 -0.272
H -1.549 -3.134 1.730
H 0.975 -0.398 -2.227
H 1.728 -2.080 -1.792
H 2.079 1.756 -1.217
H 3.914 1.813 -0.704
H 3.421 1.678 -2.541
H 4.864 -0.218 -3.057
H 4.124 -1.959 -2.844
H 3.105 -0.594 -3.701
C -7.457 2.430 -0.405
C -6.439 3.291 -0.237
C -5.066 2.638 -0.366
O -3.995 3.252 -0.320
C -5.003 1.165 -0.554
C -6.022 0.301 -0.710
C -7.393 0.971 -0.687
O -8.460 0.381 -0.884
O -5.967 -0.957 -0.870
O -6.497 4.536 0.003
H -8.473 2.803 -0.342
H -3.989 0.781 -0.565
*
```

The value obtained for the highest occupied orbital energy (alpha / beta) is 0.144 / 0.144 eV. Its energy above the lowest of the compared OMol25 structures with the same formula, charge and spin is 171.4 kcal/mol. The maximum force is 0.1609 Eh/bohr. The value obtained for the electronic energy is -1734.588083 hartree. Its LUMO energy (alpha / beta) is 0.133 / 0.094 Eh.

(9)
Entry from OMol25: the molecule C3H4O2 at a distorted geometry (ωB97M-V with the def2-TZVPD basis set).

The geometry in ORCA input format:
```
! RIJCOSX wB97M-V def2-TZVPD def2/J DEFGRID3
* xyz 0 1
C -1.762 -0.327 0.376
C 1.766 -0.303 -0.518
C 0.482 0.398 -0.219
O -0.573 -0.477 -0.295
O 1.550 0.184 0.690
H -2.424 -1.160 0.264
H -1.617 0.182 1.341
H 2.466 0.083 -1.189
H 0.113 1.420 -0.451
*
```

The value obtained for the highest occupied orbital energy (alpha / beta) is -8.826 / -8.047 eV. Its energy above the lowest of the compared OMol25 structures with the same formula, charge and spin is 139.5 kcal/mol. The maximum force is 0.0568 Eh/bohr. The value obtained for the electronic energy is -266.970488 hartree. Its LUMO energy (alpha / beta) is 0.014 / 0.000 Eh.

(10)
Entry from OMol25: a structure of composition C3H3BeFO2 at a distorted geometry (ωB97M-V with the def2-TZVPD basis set).

The geometry in ORCA input format:
```
! RIJCOSX wB97M-V def2-TZVPD def2/J DEFGRID3
* xyz 1 2
H -1.273 -0.288 -1.216
F 1.589 1.069 1.047
O -0.551 1.288 0.241
O -0.443 -0.868 0.814
C 0.806 0.892 -0.034
C 0.364 -0.540 -0.341
C -1.046 0.046 -0.072
H 1.209 1.452 -0.886
H 0.891 -1.367 -0.807
Be -1.547 -1.685 1.255
*
```

The value obtained for the highest occupied orbital energy (alpha / beta) is -13.066 / -16.654 eV. Its energy above the lowest of the compared OMol25 structures with the same formula, charge and spin is 0.0 kcal/mol. The maximum force is 0.1085 Eh/bohr. The value obtained for the electronic energy is -380.712239 hartree. Its LUMO energy (alpha / beta) is -0.175 / -0.206 Eh.

(11)
Entry from OMol25: a cluster of 2 separate species, C12H19NO in total at a distorted geometry (ωB97M-V with the def2-TZVPD basis set).

The geometry in ORCA input format:
```
! RIJCOSX wB97M-V def2-TZVPD def2/J DEFGRID3
* xyz 0 1
C -2.095 -2.961 1.504
C -2.485 -0.193 -1.026
C -2.150 -0.873 0.145
C -2.891 -0.909 -2.135
C -2.346 -2.257 0.209
C -2.819 -2.301 -2.163
C -2.513 -2.960 -0.982
H -2.296 0.870 -1.101
H -1.898 -0.351 1.059
H -3.280 -0.458 -3.041
H -3.019 -2.843 -3.076
H -2.511 -2.383 2.326
H -1.084 -3.196 1.818
H -2.546 -4.040 -0.908
H -2.629 -3.917 1.541
C 1.078 1.161 -0.027
C 0.910 2.188 -1.198
C 3.294 0.329 -0.509
C 1.935 2.535 2.319
C 2.931 1.768 1.464
O 4.117 1.785 1.746
N 2.449 1.070 0.418
H 0.403 1.570 0.704
H 0.700 0.245 -0.477
H 1.132 1.973 -2.245
H 1.759 2.884 -1.087
H 3.295 -0.708 -0.160
H 2.524 3.011 3.087
H 0.061 2.826 -1.113
H 2.983 0.556 -1.503
H 4.325 0.520 -0.226
H 1.335 3.247 1.761
H 1.333 1.810 2.874
*
```

The value obtained for the highest occupied orbital energy is -9.083 eV. Its energy above the lowest of the compared OMol25 structures with the same formula, charge and spin is 21.5 kcal/mol. The maximum force is 0.0554 Eh/bohr. The SMILES is CCN(C)C(C)=O.Cc1ccccc1. The value obtained for the electronic energy is -598.613948 hartree. Its LUMO energy is 0.026 Eh.

(12)
Entry from OMol25: the molecule ClH2NP2 at a distorted geometry (ωB97M-V with the def2-TZVPD basis set).

The geometry in ORCA input format:
```
! RIJCOSX wB97M-V def2-TZVPD def2/J DEFGRID3
* xyz 0 1
N -0.067 1.584 0.115
P -0.096 0.070 -0.074
P 1.723 -0.908 -0.040
Cl -2.038 -0.863 -0.022
H -0.646 2.167 -0.429
H 1.124 -2.050 0.451
*
```

The value obtained for the highest occupied orbital energy is -8.978 eV. Its energy above the lowest of the compared OMol25 structures with the same formula, charge and spin is 22.9 kcal/mol. The maximum force is 0.0321 Eh/bohr. The SMILES is [H]/N=P(\Cl)=P\[H]. The value obtained for the electronic energy is -1198.811607 hartree. Its LUMO energy is -0.035 Eh.